Record 1
# H19O9

A 9-piece molecular cluster, H19O9 overall (wB97M-V/def2-TZVPD, the OMol25 dataset).

Structure (XYZ):
```
28
Properties=species:S:1:pos:R:3:forces:R:3
O 2.2221 -1.0622 -1.4670 -0.1683 -0.4853 0.6432
O 0.1866 0.9296 -0.0748 -1.0621 0.8675 -0.8301
O 0.8013 -1.5538 1.0515 0.0371 -1.0193 -0.6381
O -1.1919 2.8626 1.3913 0.2758 -0.2855 -0.2898
O 2.7328 -1.0032 2.3889 0.8365 -0.0781 -0.4545
O -1.5623 -1.0559 -1.8862 -0.0631 0.1472 0.4209
O -1.5870 -1.0111 2.3906 0.7455 0.4670 0.4578
O -2.5797 0.9560 -0.3768 0.1491 0.3621 0.6233
O 1.1287 1.0101 -3.1016 0.2063 -0.0892 -1.0779
H -2.4018 -0.7000 2.7974 -0.2732 -0.1917 -0.3285
H -3.2146 1.3213 -1.0237 0.1039 -0.0973 -0.0563
H 1.6263 -1.4672 -2.1074 0.1381 0.1064 -0.2716
H 0.0959 1.8876 0.1128 0.2679 0.3253 0.9066
H -0.2957 0.9486 -0.9294 0.2516 -0.8245 -0.3098
H 0.9626 -1.9351 0.1688 0.4289 -0.2114 0.1507
H -2.6565 -0.0130 -0.3973 -0.0949 -0.0241 -0.4706
H -1.6708 -1.1328 1.4473 -0.6122 -0.2081 -0.0123
H -0.7686 3.5309 1.9483 0.0057 0.1406 0.0603
H 2.0141 0.9030 -3.4867 0.2587 0.0564 0.6673
H 2.4470 -0.1386 2.7311 -0.1669 -0.1734 0.2344
H -1.9877 -0.8933 -2.7386 0.0475 -0.2054 -0.0575
H -1.5139 2.1819 1.9976 -0.1222 0.0280 0.0862
H 1.9597 -1.4777 1.7813 -0.9682 0.7393 0.1312
H 1.9456 -0.1448 -1.4232 -0.0470 0.2303 -0.3438
H 0.6697 1.0744 -3.9551 -0.5674 0.1548 0.4244
H 3.4392 -0.8127 1.7420 0.3775 -0.1208 0.2960
H 0.4169 -0.7080 0.8029 0.0087 0.5796 0.3803
H -1.8891 -1.9116 -1.5798 0.0067 -0.1903 -0.3418
```
Positions in Å, forces in eV/Å.

Total charge: +2
Energy relative to the best compared isomer or geometry (same formula, charge and spin): 0.0 kcal/mol
Multiplicity: 2
HOMO-LUMO gap (alpha / beta): 11.46 / 4.17 eV
E_HOMO (alpha / beta): -18.116 / -18.070 eV
M: 163.1 g mol⁻¹
Calculated total energy: -18715.27323 eV

Record 2
# H20N2O11

A 10-piece molecular cluster, H20N2O11 overall (wB97M-V/def2-TZVPD, the OMol25 dataset).

Structure (XYZ):
```
33
Properties=species:S:1:pos:R:3:forces:R:3
O 2.6737 1.2858 -0.1448 -1.1531 6.3141 -4.8128
O -0.7160 0.1927 1.1842 -0.2791 -0.4289 -1.0505
O 0.8795 1.3651 3.1739 -2.1257 0.0161 -1.0456
O 2.0406 -0.3648 -2.9816 0.4389 -2.1502 -0.7600
O -0.1946 -2.8575 -2.3410 -4.0599 -0.0179 -1.2751
O -0.1552 0.1451 -0.8663 0.3481 1.6947 -3.3293
O -0.9036 -0.0286 -3.4986 0.5597 1.0369 -3.0239
O -0.0928 -1.7053 0.2960 -0.5137 2.5117 -1.1396
O -2.5784 2.3677 1.8614 -2.5529 0.8556 -2.0564
O -1.7442 -3.6522 2.0354 -5.3169 0.4728 -2.3608
O 0.4790 -2.1018 2.8299 1.1839 0.4263 -1.5295
N -0.3527 -0.4341 0.1375 0.2174 -2.8506 5.0023
N 0.2011 3.4304 -0.5900 4.1656 -0.5650 4.0724
H -0.1717 4.2514 -0.8258 -1.7506 4.5194 -1.2761
H -2.2857 1.4704 1.6900 0.3039 -0.4564 -0.0588
H 0.4275 -1.5614 1.8941 0.3805 -2.8100 2.8189
H 1.1722 -2.8362 2.8601 -1.2432 1.9075 -0.6919
H -2.2694 -2.8712 1.5783 2.4134 -2.3442 1.7000
H 0.5959 3.5148 0.4110 -1.0441 -0.7057 -1.5157
H -0.4814 2.7792 -0.6878 -2.5044 -3.3349 0.1865
H 0.9796 3.2210 -1.1589 1.2977 -0.6421 -1.0639
H 1.0844 -0.4902 -2.9521 -0.3270 0.2026 0.0056
H -0.9020 -3.4053 2.2881 2.6159 1.8348 0.6768
H -3.4092 2.4643 1.2457 2.3596 -0.3134 1.9333
H 2.9031 0.8788 0.5663 2.9364 -2.8790 8.1389
H 2.3618 0.5384 -0.5318 -1.9443 -3.2306 -3.5570
H 2.2671 -1.2662 -3.3783 -0.0378 1.8499 0.8031
H 0.1135 0.9187 2.6952 1.0488 1.0441 0.9031
H -1.4936 -0.7452 -3.4338 -0.8741 -1.2664 0.4411
H 0.0178 -2.6740 -1.4375 0.3044 0.3484 1.2981
H -1.2553 -2.7914 -2.3220 3.7625 -0.4289 -0.0365
H 1.4992 0.6678 3.0662 1.2489 -0.9460 0.2671
H -0.6901 0.2936 -2.6629 0.1411 0.3352 2.3363
```
Positions in Å, forces in eV/Å.

Energy relative to the best compared isomer or geometry (same formula, charge and spin): 41.2 kcal/mol
HOMO-LUMO gap: 9.00 eV
E_HOMO: -10.059 eV
M: 224.2 g mol⁻¹
Calculated total energy: -25821.12691 eV

> Which of these has the highest energy relative to the best compared isomer or geometry (same formula, charge and spin)?

H20N2O11

> Which of these has the lowest energy relative to the best compared isomer or geometry (same formula, charge and spin)?

H19O9

> Among the records above, which one has the highest calculated total energy?

H19O9

What did the second record say?
# H20N2O11

A 10-piece molecular cluster, H20N2O11 overall (wB97M-V/def2-TZVPD, the OMol25 dataset).

Structure (XYZ):
```
33
Properties=species:S:1:pos:R:3:forces:R:3
O 2.6737 1.2858 -0.1448 -1.1531 6.3141 -4.8128
O -0.7160 0.1927 1.1842 -0.2791 -0.4289 -1.0505
O 0.8795 1.3651 3.1739 -2.1257 0.0161 -1.0456
O 2.0406 -0.3648 -2.9816 0.4389 -2.1502 -0.7600
O -0.1946 -2.8575 -2.3410 -4.0599 -0.0179 -1.2751
O -0.1552 0.1451 -0.8663 0.3481 1.6947 -3.3293
O -0.9036 -0.0286 -3.4986 0.5597 1.0369 -3.0239
O -0.0928 -1.7053 0.2960 -0.5137 2.5117 -1.1396
O -2.5784 2.3677 1.8614 -2.5529 0.8556 -2.0564
O -1.7442 -3.6522 2.0354 -5.3169 0.4728 -2.3608
O 0.4790 -2.1018 2.8299 1.1839 0.4263 -1.5295
N -0.3527 -0.4341 0.1375 0.2174 -2.8506 5.0023
N 0.2011 3.4304 -0.5900 4.1656 -0.5650 4.0724
H -0.1717 4.2514 -0.8258 -1.7506 4.5194 -1.2761
H -2.2857 1.4704 1.6900 0.3039 -0.4564 -0.0588
H 0.4275 -1.5614 1.8941 0.3805 -2.8100 2.8189
H 1.1722 -2.8362 2.8601 -1.2432 1.9075 -0.6919
H -2.2694 -2.8712 1.5783 2.4134 -2.3442 1.7000
H 0.5959 3.5148 0.4110 -1.0441 -0.7057 -1.5157
H -0.4814 2.7792 -0.6878 -2.5044 -3.3349 0.1865
H 0.9796 3.2210 -1.1589 1.2977 -0.6421 -1.0639
H 1.0844 -0.4902 -2.9521 -0.3270 0.2026 0.0056
H -0.9020 -3.4053 2.2881 2.6159 1.8348 0.6768
H -3.4092 2.4643 1.2457 2.3596 -0.3134 1.9333
H 2.9031 0.8788 0.5663 2.9364 -2.8790 8.1389
H 2.3618 0.5384 -0.5318 -1.9443 -3.2306 -3.5570
H 2.2671 -1.2662 -3.3783 -0.0378 1.8499 0.8031
H 0.1135 0.9187 2.6952 1.0488 1.0441 0.9031
H -1.4936 -0.7452 -3.4338 -0.8741 -1.2664 0.4411
H 0.0178 -2.6740 -1.4375 0.3044 0.3484 1.2981
H -1.2553 -2.7914 -2.3220 3.7625 -0.4289 -0.0365
H 1.4992 0.6678 3.0662 1.2489 -0.9460 0.2671
H -0.6901 0.2936 -2.6629 0.1411 0.3352 2.3363
```
Positions in Å, forces in eV/Å.

Energy relative to the best compared isomer or geometry (same formula, charge and spin): 41.2 kcal/mol
HOMO-LUMO gap: 9.00 eV
E_HOMO: -10.059 eV
M: 224.2 g mol⁻¹
Calculated total energy: -25821.12691 eV